7
Properties=species:S:1:pos:R:3 method="wB97M-V/def2-TZVPD" e_above_lowest_kj_mol=167.3 spin_multiplicity=1 smiles=N1N[SiH2]1
N 0.431 -1.021 -0.441
N -0.878 0.002 -0.736
Si 0.187 0.459 0.463
H 0.098 -1.937 -0.134
H -0.735 0.545 -1.573
H -0.093 0.332 1.998
H 0.990 1.621 0.423